# 1
Here is an isolated ion of composition C6H7N2 and charge +1 at a distorted geometry from the Open Molecules 2025 dataset. Energies are from wB97M-V/def2-TZVPD.

Its maximum force is 4.95 eV/Å. The lowest unoccupied orbital energy is -5.49 eV. The calculation puts the total energy at -9306.2545 eV. Its SMILES is C=C[n+]1ccccn1. The charge is +1. The value obtained for the energy above the lowest of the compared OMol25 structures with the same formula, charge and spin is 1.882 eV.

Cartesian coordinates (Å):
C: -2.70777 0.42137 -0.01756
C: -1.77560 -0.51168 0.06207
N: -0.44773 -0.06251 0.02825
C: 0.43139 -1.09906 0.05473
C: 1.78606 -0.87975 0.02035
C: 2.26273 0.41094 -0.08812
C: 1.29467 1.42770 -0.06670
N: -0.03490 1.13009 -0.00218
H: -3.73668 0.34089 -0.19618
H: -2.18346 1.37422 -0.13803
H: -1.92581 -1.55327 0.17578
H: -0.04899 -2.10113 0.19334
H: 2.41224 -1.75343 -0.00571
H: 3.32745 0.40785 0.11682
H: 1.34642 2.44776 -0.13686

# 2
Here is C48H48BrCdN8O2S as an isolated structure at a distorted geometry from the Open Molecules 2025 dataset. Energies are from wB97M-V/def2-TZVPD.

Its maximum force is 3.13 eV/Å. The lowest unoccupied orbital energy is -2.42 eV. The calculation puts the total energy at -152007.6473 eV. The charge is +1. The value obtained for the energy above the lowest of the compared OMol25 structures with the same formula, charge and spin is 0.000 eV.

Cartesian coordinates (Å):
Cd: 0.17571 -0.44764 0.21737
O: -3.44349 2.15040 2.90769
C: -4.21303 1.00347 2.88103
C: -5.52622 0.98371 3.33416
C: -6.20911 -0.20061 3.34080
C: -5.61093 -1.35255 2.82289
C: -4.30640 -1.27059 2.31469
C: -3.59244 -0.08764 2.33692
C: -2.19561 0.02362 1.71909
O: -1.77198 -0.98517 0.88678
N: -1.33478 0.15726 2.84873
N: -0.09297 0.63143 2.52510
C: 0.49865 1.39807 3.34014
C: 1.74341 2.13577 3.02348
Br: 3.36927 1.21366 3.16296
C: 1.69709 3.46091 2.86371
C: 0.53898 4.33870 2.73078
C: 0.59902 5.59759 3.39954
C: -0.40215 6.55053 3.32249
C: -1.58046 6.23895 2.65727
C: -1.72070 4.95820 2.04562
C: -0.64506 4.04209 2.05226
H: -3.97238 2.95664 3.10803
H: -5.98962 1.86168 3.73795
H: -7.22508 -0.22395 3.70926
H: -6.15267 -2.27564 2.71082
H: -3.91004 -2.08128 1.76758
H: -2.20056 1.02483 1.21677
H: -1.80026 0.61093 3.63385
H: 0.01384 1.63799 4.30384
H: 2.63248 3.97125 2.97420
H: 1.49550 5.79614 3.94225
H: -0.28901 7.50103 3.87117
H: -2.45865 6.87477 2.75521
H: -2.67946 4.63816 1.55500
H: -0.75679 3.13684 1.49249
N: -1.13764 3.05599 -2.12027
C: -2.38206 2.38832 -2.34843
C: -3.45577 2.65418 -3.18544
C: -4.43034 1.70720 -3.22677
C: -4.37329 0.55992 -2.40709
C: -3.27224 0.25971 -1.64958
C: -2.26580 1.21246 -1.57674
N: -1.03286 1.18936 -0.93469
C: -0.43951 2.30891 -1.25437
C: 0.90229 2.63539 -0.81479
C: 1.47063 3.86054 -0.67324
S: 3.10271 3.79055 -0.19764
C: 2.92838 2.10629 -0.13133
N: 1.75283 1.61354 -0.48852
H: -0.93464 3.92278 -2.51502
H: -3.43643 3.52622 -3.80790
H: -5.29267 1.94322 -3.83693
H: -5.15828 -0.19131 -2.37687
H: -3.19853 -0.56675 -1.00841
H: 0.94568 4.79788 -0.90718
H: 3.72342 1.45053 0.07466
C: 4.95480 -1.37780 0.27641
C: 4.17250 -1.81637 1.54128
C: 4.90288 -2.01199 2.74824
C: 4.30412 -2.50263 3.89873
C: 2.95644 -2.87077 3.88208
C: 2.20093 -2.71085 2.73674
C: 0.81438 -3.27207 2.69684
C: 2.81550 -2.15751 1.58297
N: 1.99300 -2.06189 0.39713
C: 2.00145 -3.02442 -0.46641
C: 2.85554 -4.26058 -0.37183
C: 1.15977 -2.80381 -1.72940
C: 1.36167 -3.65212 -2.89508
N: 0.27745 -1.87367 -1.70161
C: -0.64291 -1.58555 -2.77690
C: -1.78818 -2.30100 -2.75325
C: -2.14670 -3.17187 -1.55273
C: -2.62480 -2.14322 -3.80705
C: -2.36555 -1.25381 -4.86080
C: -1.18791 -0.52367 -4.79545
C: -0.28468 -0.73086 -3.79511
C: 1.02057 0.01392 -3.73962
H: 5.95595 -1.14866 0.64305
H: 4.48794 -0.53065 -0.28236
H: 5.03521 -2.23488 -0.37549
H: 5.93066 -1.66043 2.81518
H: 4.90095 -2.69088 4.79344
H: 2.51554 -3.26520 4.80761
H: 0.47295 -3.79020 3.60856
H: 0.72901 -3.87233 1.81171
H: -0.00657 -2.50382 2.67784
H: 3.44116 -4.39207 0.51511
H: 3.57578 -4.35528 -1.20054
H: 2.20117 -5.13685 -0.46507
H: 2.22713 -3.42116 -3.52069
H: 0.49820 -3.63433 -3.54432
H: 1.49860 -4.70829 -2.67096
H: -2.13342 -2.61709 -0.59734
H: -1.51557 -4.08789 -1.44418
H: -3.15136 -3.57559 -1.68373
H: -3.60241 -2.69600 -3.76984
H: -3.00813 -1.22713 -5.72798
H: -0.99026 0.20829 -5.58064
H: 0.91959 0.83437 -3.03872
H: 1.15613 0.35518 -4.77021
H: 1.87030 -0.63724 -3.50941
C: 5.93381 -1.81600 -4.72673
C: 4.98830 -1.96356 -3.62922
N: 4.22739 -2.14920 -2.77428
H: 6.90234 -1.63744 -4.33758
H: 5.56221 -1.05127 -5.35810
H: 5.92715 -2.69638 -5.30561

# 3
Here is C29H38CaNO3P2Si as an isolated structure at a distorted geometry from the Open Molecules 2025 dataset. Energies are from wB97M-V/def2-TZVPD.

Its maximum force is 1.46 eV/Å. The lowest unoccupied orbital energy is -2.80 eV. The calculation puts the total energy at -83215.2892 eV. The charge is +1. The value obtained for the energy above the lowest of the compared OMol25 structures with the same formula, charge and spin is 0.000 eV.

Cartesian coordinates (Å):
Ca: 0.20243 0.21062 -1.28924
P: 2.33045 -1.43722 -1.22763
C: 2.45780 -1.80932 -3.03758
C: 1.10492 -2.07852 -3.73653
N: -0.02960 -1.53296 -3.24446
C: -1.21369 -1.72622 -3.87009
C: -1.28086 -2.50349 -5.02401
C: -0.12725 -3.07791 -5.55977
C: 1.07681 -2.85118 -4.89431
C: -2.51141 -1.11663 -3.29547
P: -2.29085 0.41723 -2.27815
H: 2.02576 -3.24645 -5.25189
H: -2.26313 -2.64419 -5.47500
H: -0.16535 -3.68605 -6.46921
H: -3.23229 -0.84263 -4.09425
H: -2.97826 -1.84477 -2.59458
H: 2.93345 -0.89754 -3.47845
H: 3.13319 -2.69270 -3.10174
H: 1.81053 3.59727 -3.87216
O: 2.57822 3.31624 -4.40727
H: 2.40862 3.72345 -5.29829
H: -1.44448 4.58660 -1.75639
O: -1.09378 5.32935 -2.29457
H: -1.52968 6.11958 -1.91778
C: -2.35686 1.77633 -3.46027
H: -3.33030 1.77803 -3.98436
H: -2.18061 2.74345 -2.94882
H: -1.52411 1.67028 -4.18419
C: -3.70338 0.56167 -1.18975
H: -3.56847 1.46345 -0.56699
H: -4.64563 0.62017 -1.75697
H: -3.73067 -0.27605 -0.47320
C: 2.27385 -3.01948 -0.37504
H: 3.18024 -3.61613 -0.59940
H: 2.16892 -2.84814 0.71545
H: 1.36059 -3.56009 -0.69730
C: 3.84546 -0.61272 -0.75038
H: 3.81171 -0.33406 0.31543
H: 4.72839 -1.24042 -0.94970
H: 3.91364 0.33884 -1.30768
O: 0.15573 0.89051 0.64987
Si: -0.00575 0.51325 2.19779
C: 1.53407 -0.37258 2.76576
C: 1.43182 -1.66356 3.28654
C: 2.56661 -2.31531 3.76698
C: 3.81428 -1.69285 3.69425
C: 3.92261 -0.41821 3.13098
C: 2.78691 0.23728 2.65267
C: -0.20778 2.19007 2.95426
C: -1.37024 2.49629 3.66030
C: -1.50217 3.75732 4.24397
C: -0.50847 4.72256 4.06008
C: 0.61435 4.43588 3.27492
C: 0.75021 3.17681 2.68754
C: -1.45624 -0.61554 2.50163
C: -2.12982 -1.29121 1.47338
C: -3.19025 -2.14473 1.79115
C: -3.55926 -2.34588 3.12432
C: -2.86529 -1.69945 4.14978
C: -1.81134 -0.83664 3.83713
H: 0.44671 -2.12912 3.33731
H: 2.45581 -3.30374 4.21199
H: 4.70289 -2.19619 4.07783
H: 4.89055 0.08535 3.07042
H: 2.85704 1.23383 2.20745
H: -2.14173 1.73070 3.75840
H: -2.38468 3.96580 4.84581
H: -0.60831 5.70288 4.52506
H: 1.39415 5.18156 3.11601
H: 1.59840 2.95457 2.03303
H: -1.83314 -1.15741 0.42519
H: -3.72782 -2.64900 0.98283
H: -4.38935 -3.01220 3.36061
H: -3.12425 -1.85073 5.19581
H: -1.25057 -0.33797 4.63093

# 4
Here is C9H9N2OP as an isolated structure at a distorted geometry from the Open Molecules 2025 dataset. Energies are from wB97M-V/def2-TZVPD.

Its maximum force is 5.24 eV/Å. The lowest unoccupied orbital energy is -0.51 eV. The calculation puts the total energy at -23789.2923 eV. The charge is 0. The value obtained for the energy above the lowest of the compared OMol25 structures with the same formula, charge and spin is 4.490 eV.

Cartesian coordinates (Å):
C: 0.04776 1.31640 0.56645
C: -1.19204 1.88972 0.65040
C: -2.66663 0.39188 -0.52882
C: 2.54384 0.45965 -0.85964
C: 0.19892 0.07985 -0.03947
C: -0.80814 -1.04055 0.16205
C: -2.26132 -0.92832 -0.03211
C: 1.04687 0.25440 -1.39189
C: -0.27383 -2.04546 0.90555
N: -2.23008 1.46931 -0.10741
N: 2.94304 -0.01887 0.23141
O: -3.04048 -1.80254 0.26225
P: 1.49174 -0.98067 0.95467
H: 1.03721 1.81595 0.50203
H: -1.43468 2.69554 1.23593
H: -3.50269 0.46879 -1.20514
H: 3.27554 0.88430 -1.52122
H: 0.76576 1.07451 -1.89189
H: 1.04524 -0.60500 -2.02175
H: -0.79762 -2.95767 1.00319
H: 2.29083 -2.11138 1.04432
H: 1.52076 -0.30985 2.08110

# 5
Here is a 2-piece molecular cluster, C5H13N2O overall from the Open Molecules 2025 dataset. Energies are from wB97M-V/def2-TZVPD.

Its maximum force is 0.42 eV/Å. The lowest unoccupied orbital energy is 4.04 eV. The calculation puts the total energy at -10422.5691 eV. The charge is -1. The value obtained for the energy above the lowest of the compared OMol25 structures with the same formula, charge and spin is 1.130 eV.

Cartesian coordinates (Å):
C: -1.21134 1.21183 0.97593
O: -0.51662 0.23892 0.33987
C: -0.30382 2.10532 1.82258
N: -1.01817 3.20072 2.49272
H: -1.73637 1.89585 0.28120
H: -1.99027 0.78481 1.65196
H: 0.25171 1.46720 2.51463
H: 0.42450 2.54141 1.13436
H: -1.56420 2.84933 3.27056
H: -0.37267 3.87571 2.88559
N: 1.33519 -0.15745 -1.66918
C: 1.47030 -1.60181 -1.68297
C: -0.33294 -3.31821 -1.88421
C: 0.17480 -2.24995 -1.29352
H: 2.22395 0.29134 -1.52187
H: 0.67558 0.11807 -0.90549
H: 2.23087 -1.96613 -0.97862
H: 1.76399 -1.98321 -2.67843
H: -1.27560 -3.72547 -1.53848
H: 0.12991 -3.82326 -2.72841
H: -0.35878 -1.75505 -0.48823